A structure of composition C28H37BrN2O5Pd, computed with ωB97M-V/def2-TZVPD.

Last column: Mulliken charge in e.
Element x y z (Å)
1 Pd 0.201 0.131 0.029  -0.38
2 C -6.706 1.322 -3.762  -1.70
3 C -5.807 2.375 -3.095  2.14
4 C -5.168 3.221 -4.199  -2.28
5 C -6.664 3.313 -2.231  -1.71
6 C -4.768 1.671 -2.235  -0.31
7 C -3.396 1.763 -2.444  -0.64
8 C -2.519 1.069 -1.647  -0.45
9 Br -0.618 1.329 -2.003  -0.33
10 C -2.901 0.173 -0.589  1.19
11 O -2.109 -0.553 0.046  -0.73
12 C -4.327 0.163 -0.353  -0.39
13 C -5.180 0.875 -1.169  0.33
14 C -4.960 -0.632 0.790  2.05
15 C -5.807 0.320 1.653  -1.77
16 C -3.968 -1.311 1.737  -2.23
17 C -5.852 -1.736 0.197  -1.73
18 H -7.442 1.792 -4.417  0.47
19 H -7.235 0.734 -3.016  0.32
20 H -6.094 0.644 -4.354  0.35
21 H -5.943 3.702 -4.797  0.45
22 H -4.563 2.599 -4.855  0.40
23 H -4.539 3.994 -3.765  0.41
24 H -7.403 3.836 -2.841  0.46
25 H -6.024 4.050 -1.751  0.36
26 H -7.189 2.763 -1.455  0.31
27 H -2.991 2.382 -3.230  0.49
28 H -6.243 0.814 -0.973  0.20
29 H -5.172 1.112 2.045  0.40
30 H -6.251 -0.216 2.493  0.47
31 H -6.613 0.782 1.088  0.31
32 H -3.249 -0.598 2.130  0.50
33 H -3.410 -2.089 1.227  0.31
34 H -4.517 -1.757 2.573  0.49
35 H -6.650 -1.322 -0.417  0.30
36 H -6.304 -2.334 0.990  0.45
37 H -5.248 -2.390 -0.430  0.34
38 C 0.480 -3.080 -0.141  -0.72
39 C 1.194 -4.413 -0.477  -0.70
40 N 2.422 -4.148 -1.229  -0.22
41 C 3.276 -3.262 -0.432  -0.80
42 C 2.556 -1.921 -0.164  -0.41
43 N 1.220 -1.981 -0.741  0.68
44 C 1.301 -2.169 -2.179  -0.86
45 C 2.073 -3.476 -2.479  -0.65
46 H 0.440 -2.898 0.936  0.39
47 H -0.543 -3.057 -0.529  0.33
48 H 0.568 -5.072 -1.090  0.32
49 H 1.476 -4.964 0.426  0.29
50 H 4.210 -3.123 -0.989  0.29
51 H 3.516 -3.788 0.495  0.34
52 H 3.086 -1.085 -0.630  0.59
53 H 2.459 -1.702 0.906  -0.06
54 H 1.799 -1.297 -2.611  0.37
55 H 0.281 -2.206 -2.573  0.31
56 H 3.004 -3.283 -3.022  0.28
57 H 1.476 -4.173 -3.078  0.34
58 O 2.659 -0.702 2.951  -0.79
59 C 2.178 0.430 2.789  0.37
60 O 1.362 0.846 1.961  -0.42
61 C 2.698 1.525 3.776  -0.27
62 C 3.527 1.167 4.832  -0.40
63 C 4.063 2.107 5.705  -0.92
64 C 3.733 3.422 5.472  1.07
65 O 4.141 4.564 6.169  -0.50
66 C 3.546 5.638 5.489  -0.21
67 O 2.747 5.178 4.436  -0.48
68 C 2.895 3.790 4.425  1.20
69 C 2.358 2.867 3.564  -1.33
70 H 3.756 0.117 4.956  0.44
71 H 4.713 1.833 6.522  0.39
72 H 4.338 6.305 5.092  0.22
73 H 2.929 6.224 6.195  0.21
74 H 1.705 3.132 2.747  0.53

Summary:
Max |F| in eV/Å: 1.37
E in eV: -116375.5502
Multiplicity: 1
Net charge: -2
HOMO level in eV: 0.61



A structure of composition C28H37ClFN5O2Pd, computed with ωB97M-V/def2-TZVPD.

Last column: Mulliken charge in e.
Element x y z (Å)
1 Pd -0.162 -0.350 0.304  -0.03
2 N 3.867 -0.371 1.644  -0.41
3 C 2.531 -0.443 1.420  0.66
4 O 2.033 -0.080 0.354  -0.57
5 C 1.661 -0.970 2.528  -0.37
6 C 0.336 -0.253 2.436  -1.24
7 H 4.466 -0.021 0.918  0.25
8 H 4.273 -0.663 2.512  0.18
9 H 2.169 -0.853 3.492  0.44
10 H 1.530 -2.043 2.361  0.10
11 H 0.442 0.805 2.663  0.30
12 H -0.433 -0.690 3.064  0.49
13 F -6.363 -0.249 0.569  -0.35
14 C -5.019 -0.345 0.455  0.56
15 C -4.305 -0.968 1.456  -0.81
16 C -2.917 -1.036 1.334  0.04
17 C -2.237 -0.506 0.232  -0.27
18 C -3.014 0.087 -0.760  0.26
19 C -4.404 0.176 -0.661  -0.74
20 H -4.829 -1.383 2.311  0.42
21 H -2.358 -1.522 2.124  0.26
22 H -2.547 0.473 -1.660  0.36
23 H -5.000 0.641 -1.442  0.45
24 C -0.185 8.153 0.170  -1.83
25 C -1.652 7.693 0.064  1.74
26 C -2.313 7.825 1.442  -1.87
27 C -2.362 8.648 -0.904  -1.82
28 C -1.719 6.217 -0.478  2.06
29 O -0.985 6.115 -1.687  -0.68
30 C -3.175 5.784 -0.704  -1.20
31 C -3.405 4.431 -1.396  -0.67
32 C -3.005 4.443 -2.856  -0.27
33 C -1.975 3.649 -3.347  0.53
34 C -1.633 3.662 -4.693  -1.13
35 C -2.325 4.488 -5.563  0.40
36 Cl -1.902 4.517 -7.251  -0.23
37 C -3.358 5.289 -5.104  -0.93
38 C -3.694 5.255 -3.757  0.16
39 C -1.013 5.309 0.569  -2.09
40 N -0.383 4.065 0.134  1.03
41 C -0.784 2.814 0.401  -0.62
42 N 0.071 1.954 -0.095  0.59
43 C 1.014 2.752 -0.674  -0.72
44 N 0.789 4.044 -0.547  -0.96
45 H -0.142 9.245 0.194  0.49
46 H 0.398 7.804 -0.684  0.34
47 H 0.299 7.798 1.084  0.40
48 H -2.185 8.849 1.805  0.50
49 H -1.860 7.159 2.184  0.31
50 H -3.387 7.622 1.405  0.36
51 H -2.209 9.676 -0.568  0.52
52 H -3.440 8.480 -0.943  0.35
53 H -1.957 8.575 -1.920  0.37
54 H -1.518 6.471 -2.408  0.51
55 H -3.664 6.536 -1.329  0.22
56 H -3.692 5.790 0.259  0.59
57 H -4.474 4.216 -1.341  0.51
58 H -2.903 3.618 -0.873  -0.12
59 H -1.420 3.003 -2.672  0.25
60 H -0.833 3.029 -5.061  0.43
61 H -3.897 5.924 -5.798  0.41
62 H -4.524 5.866 -3.406  0.43
63 H -1.740 5.023 1.326  0.30
64 H -0.229 5.881 1.049  0.38
65 H -1.665 2.555 0.975  0.53
66 H 1.889 2.357 -1.171  0.49
67 C 1.383 -5.648 0.425  -1.07
68 C 0.035 -4.929 0.269  -0.31
69 C 0.207 -3.518 -0.107  0.19
70 N 0.352 -2.421 -0.400  -0.37
71 H 1.218 -6.697 0.676  0.33
72 H 1.975 -5.193 1.220  0.30
73 H 1.955 -5.598 -0.500  0.32
74 H -0.532 -4.964 1.197  0.23
75 H -0.570 -5.409 -0.498  0.33

Summary:
Max |F| in eV/Å: 1.89
E in eV: -59900.0367
Multiplicity: 1
Net charge: 0
HOMO level (alpha / beta) in eV: -5.98 / -6.05



A structure of composition C28H37ClMoN4P2, computed with ωB97M-V/def2-TZVPD.

Last column: Mulliken charge in e.
Element x y z (Å)
1 Mo 5.284 1.240 1.882  0.71
2 C 5.499 1.136 -0.332  -0.44
3 C 4.265 1.722 -0.070  -0.48
4 C 2.926 1.011 -0.165  -0.73
5 C 2.451 0.417 1.183  -0.14
6 C 3.563 -0.167 2.027  -0.46
7 C 4.650 -0.901 1.562  -0.26
8 C 4.867 -1.313 0.116  -0.93
9 C 5.744 -0.316 -0.680  -0.72
10 C 5.716 1.018 3.902  -1.33
11 H 6.333 1.803 -0.544  0.62
12 H 4.228 2.809 -0.064  0.51
13 H 2.976 0.230 -0.929  0.19
14 H 2.173 1.728 -0.510  0.55
15 H 1.979 1.211 1.772  0.43
16 H 1.673 -0.340 1.003  -0.15
17 H 3.353 -0.211 3.094  0.57
18 H 5.232 -1.442 2.304  0.49
19 H 3.900 -1.448 -0.378  0.32
20 H 5.357 -2.292 0.102  0.43
21 H 6.798 -0.528 -0.469  0.45
22 H 5.605 -0.478 -1.760  0.35
23 H 6.756 1.285 4.117  0.40
24 H 5.532 -0.008 4.246  0.36
25 H 5.071 1.697 4.475  0.39
26 P -3.148 -1.178 0.795  -0.17
27 P -2.455 1.031 -1.378  -0.37
28 N -2.594 -2.827 0.949  0.30
29 N -4.589 -1.161 1.757  0.37
30 N -1.562 0.238 -2.634  0.53
31 N -2.958 2.522 -2.136  0.37
32 C -3.902 -1.296 -0.893  -0.78
33 C -4.054 0.104 -1.503  -1.08
34 C -1.230 -3.110 1.018  -0.31
35 C -1.058 -4.463 0.842  -0.54
36 C -2.354 -5.036 0.658  -0.66
37 C -3.276 -4.016 0.718  -0.13
38 C -4.601 -0.552 3.013  -0.09
39 C -5.828 -0.761 3.588  -0.55
40 C -6.607 -1.525 2.665  -0.64
41 C -5.834 -1.761 1.556  0.07
42 C -0.168 0.181 -2.590  -0.32
43 C 0.281 -0.418 -3.739  -0.35
44 C -0.865 -0.744 -4.526  -0.96
45 C -1.979 -0.333 -3.837  -0.30
46 C -3.394 2.752 -3.436  -0.12
47 C -3.975 3.998 -3.480  -0.64
48 C -3.911 4.555 -2.166  -0.51
49 C -3.285 3.634 -1.361  -0.45
50 H -4.869 -1.801 -0.785  0.48
51 H -3.276 -1.909 -1.547  0.52
52 H -4.326 0.060 -2.564  0.42
53 H -4.848 0.643 -0.977  0.47
54 H -0.523 -2.312 1.186  0.29
55 H -0.114 -4.989 0.863  0.42
56 H -2.583 -6.084 0.519  0.45
57 H -4.351 -4.027 0.634  0.29
58 H -3.723 -0.028 3.362  0.46
59 H -6.142 -0.401 4.558  0.45
60 H -7.628 -1.856 2.800  0.47
61 H -6.063 -2.290 0.644  0.47
62 H 0.357 0.577 -1.733  0.19
63 H 1.315 -0.613 -3.989  0.44
64 H -0.870 -1.234 -5.490  0.45
65 H -3.025 -0.409 -4.091  0.47
66 H -3.237 2.016 -4.208  0.36
67 H -4.383 4.472 -4.363  0.43
68 H -4.266 5.528 -1.856  0.43
69 H -3.035 3.649 -0.310  0.35
70 Cl 8.173 2.754 1.743  -0.11
71 C 6.441 3.121 1.907  -0.82
72 H 6.267 3.653 2.865  0.49
73 H 6.127 3.780 1.072  0.34

Summary:
Max |F| in eV/Å: 4.99
E in eV: -68530.4628
Multiplicity: 3
Net charge: +2
HOMO level (alpha / beta) in eV: -12.19 / -12.19



The molecule C28H37ClO7, computed with ωB97M-V/def2-TZVPD.

Last column: natural (NBO) charge in e.
Element x y z (Å)
1 C 3.529 5.626 0.505  -0.60
2 C 4.061 4.529 -0.408  -0.51
3 C 3.548 3.169 -0.017  0.82
4 O 2.571 2.946 0.652  -0.63
5 O 4.332 2.198 -0.512  -0.49
6 C 3.857 0.877 -0.329  -0.19
7 C 2.566 0.663 -1.109  0.60
8 O 2.211 1.446 -1.948  -0.53
9 C 1.778 -0.597 -0.752  0.16
10 O 2.784 -1.461 -0.193  -0.56
11 C 2.647 -2.747 0.151  0.83
12 O 1.651 -3.411 0.094  -0.60
13 C 3.988 -3.253 0.652  -0.50
14 C 3.951 -4.746 0.943  -0.60
15 C 1.059 -1.143 -2.005  -0.24
16 C 1.915 -2.076 -2.853  -0.61
17 C -0.254 -1.774 -1.519  -0.42
18 C -0.428 -1.379 -0.041  -0.24
19 C -1.856 -1.047 0.426  -0.25
20 C -2.812 -2.165 0.018  -0.40
21 C -4.156 -1.971 0.714  -0.43
22 C -4.706 -0.635 0.329  0.13
23 C -5.901 -0.531 -0.258  -0.30
24 C -6.495 0.732 -0.698  0.49
25 O -7.615 0.799 -1.177  -0.55
26 C -5.630 1.901 -0.519  -0.32
27 C -4.435 1.823 0.058  -0.02
28 C -3.842 0.566 0.633  -0.22
29 C -3.827 0.784 2.161  -0.60
30 C -2.403 0.343 0.055  0.09
31 Cl -2.607 0.507 -1.726  -0.05
32 C -1.355 1.375 0.521  0.07
33 O -1.753 2.696 0.238  -0.73
34 C 0.000 1.098 -0.130  -0.49
35 C 0.599 -0.263 0.234  0.09
36 C 1.068 -0.252 1.689  -0.64
37 H 2.443 5.599 0.527  0.22
38 H 3.849 6.601 0.149  0.21
39 H 3.892 5.487 1.520  0.21
40 H 3.729 4.699 -1.436  0.24
41 H 5.151 4.501 -0.414  0.23
42 H 3.694 0.663 0.731  0.22
43 H 4.632 0.215 -0.719  0.23
44 H 4.241 -2.690 1.553  0.23
45 H 4.741 -3.019 -0.102  0.23
46 H 3.179 -4.969 1.675  0.22
47 H 4.910 -5.079 1.330  0.21
48 H 3.726 -5.303 0.037  0.22
49 H 0.833 -0.263 -2.614  0.24
50 H 2.862 -1.601 -3.106  0.21
51 H 1.387 -2.303 -3.776  0.22
52 H 2.115 -3.013 -2.340  0.21
53 H -1.079 -1.425 -2.133  0.23
54 H -0.199 -2.858 -1.599  0.22
55 H -0.132 -2.246 0.555  0.24
56 H -1.813 -1.045 1.523  0.21
57 H -2.964 -2.155 -1.061  0.22
58 H -2.380 -3.128 0.292  0.22
59 H -4.852 -2.759 0.423  0.22
60 H -4.019 -2.027 1.797  0.21
61 H -6.499 -1.414 -0.440  0.22
62 H -6.014 2.842 -0.885  0.22
63 H -3.826 2.706 0.169  0.23
64 H -3.360 1.736 2.398  0.22
65 H -4.854 0.808 2.520  0.23
66 H -3.300 -0.012 2.680  0.21
67 H -1.259 1.267 1.614  0.17
68 H -0.962 3.231 0.102  0.49
69 H -0.131 1.179 -1.210  0.24
70 H 0.687 1.887 0.188  0.25
71 H 1.599 -1.166 1.942  0.21
72 H 1.718 0.601 1.873  0.22
73 H 0.214 -0.172 2.355  0.21

Summary:
Max |F| in eV/Å: 1.04
E in eV: -56492.8443
Multiplicity: 1
Net charge: 0
HOMO level in eV: -9.13



The molecule C28H37N5O3, computed with ωB97M-V/def2-TZVPD.

Last column: natural (NBO) charge in e.
Element x y z (Å)
1 C -3.649 -4.181 -4.313  -0.60
2 C -3.298 -3.529 -2.981  -0.39
3 C -3.495 -2.016 -3.021  -0.42
4 C -3.142 -1.372 -1.673  -0.20
5 N -3.211 0.078 -1.618  -0.49
6 C -2.118 0.750 -2.314  -0.20
7 C -1.043 1.233 -1.336  -0.40
8 C 0.094 1.954 -2.054  -0.39
9 C 1.148 2.455 -1.074  -0.61
10 C -4.529 0.635 -1.888  -0.22
11 C -4.754 1.955 -1.139  -0.41
12 C -4.887 1.747 0.371  -0.22
13 N -3.701 1.124 0.908  -0.65
14 C -2.909 1.715 1.827  0.66
15 O -3.191 2.741 2.418  -0.63
16 C -1.629 0.970 2.052  -0.10
17 C -1.578 -0.429 2.000  -0.24
18 C -0.384 -1.088 2.162  -0.16
19 C 0.800 -0.367 2.359  0.06
20 N 1.984 -1.030 2.462  -0.38
21 C 3.085 -0.370 2.580  0.21
22 C 4.333 -1.134 2.682  -0.13
23 C 4.320 -2.284 3.472  -0.14
24 C 5.469 -3.010 3.704  -0.23
25 C 6.666 -2.593 3.142  -0.19
26 C 6.689 -1.483 2.323  -0.26
27 C 5.530 -0.753 2.064  0.27
28 N 5.639 0.314 1.166  -0.62
29 C 4.689 0.824 0.341  0.71
30 C 5.188 2.000 -0.468  -0.71
31 O 3.559 0.390 0.249  -0.63
32 C 3.142 1.103 2.735  0.62
33 O 4.146 1.759 2.955  -0.62
34 N 1.917 1.710 2.638  -0.57
35 C 0.741 1.041 2.426  0.22
36 C -0.477 1.698 2.286  -0.23
37 H -3.502 -5.257 -4.263  0.21
38 H -3.022 -3.786 -5.109  0.20
39 H -4.689 -3.989 -4.570  0.20
40 H -2.257 -3.750 -2.733  0.20
41 H -3.923 -3.954 -2.193  0.19
42 H -2.867 -1.593 -3.808  0.20
43 H -4.535 -1.794 -3.271  0.20
44 H -3.820 -1.768 -0.908  0.19
45 H -2.124 -1.657 -1.392  0.20
46 H -1.653 0.083 -3.049  0.18
47 H -2.510 1.611 -2.864  0.19
48 H -0.642 0.381 -0.783  0.20
49 H -1.496 1.913 -0.613  0.20
50 H 0.560 1.277 -2.773  0.19
51 H -0.315 2.801 -2.613  0.19
52 H 1.639 1.623 -0.576  0.23
53 H 1.904 3.038 -1.598  0.20
54 H 0.690 3.092 -0.320  0.19
55 H -5.277 -0.087 -1.551  0.20
56 H -4.688 0.804 -2.966  0.18
57 H -3.923 2.634 -1.335  0.20
58 H -5.668 2.420 -1.512  0.21
59 H -5.027 2.701 0.886  0.23
60 H -5.753 1.107 0.580  0.18
61 H -3.297 0.433 0.279  0.44
62 H -2.488 -0.990 1.851  0.22
63 H -0.322 -2.164 2.128  0.23
64 H 3.382 -2.577 3.917  0.23
65 H 5.439 -3.890 4.329  0.22
66 H 7.578 -3.139 3.333  0.22
67 H 7.617 -1.172 1.864  0.21
68 H 6.561 0.722 1.107  0.40
69 H 5.386 2.831 0.208  0.24
70 H 6.105 1.748 -0.997  0.22
71 H 4.426 2.294 -1.182  0.24
72 H 1.900 2.722 2.709  0.42
73 H -0.532 2.775 2.346  0.23

Summary:
Max |F| in eV/Å: 1.03
E in eV: -43231.9439
Multiplicity: 1
Net charge: 0
HOMO level in eV: -8.24



A structure of composition C28H37N7, computed with ωB97M-V/def2-TZVPD.

Last column: Mulliken charge in e.
Element x y z (Å)
1 C 5.741 -4.294 5.591  -1.56
2 C 5.885 -4.336 4.005  -0.06
3 C 4.704 -3.821 3.262  -0.62
4 C 4.589 -4.349 1.845  0.34
5 N 4.508 -4.786 0.771  -0.69
6 H 4.985 -5.030 5.867  0.51
7 H 5.565 -3.268 5.913  0.65
8 H 6.644 -4.683 6.062  -0.04
9 H 6.125 -5.381 3.806  -0.47
10 H 6.786 -3.764 3.784  0.52
11 H 4.610 -2.741 3.144  0.52
12 H 3.838 -4.118 3.854  0.52
13 N 6.561 0.269 6.375  -0.06
14 C 5.833 -0.737 5.800  -0.57
15 C 6.718 -1.639 5.186  1.68
16 C 8.002 -1.212 5.447  -1.09
17 C 7.935 0.049 6.058  -0.70
18 H 6.238 1.127 6.799  0.20
19 H 4.754 -0.730 5.814  0.44
20 H 6.484 -2.562 4.676  -0.90
21 H 8.839 -1.791 5.085  0.43
22 H 8.672 0.716 6.481  0.38
23 N 2.323 -5.997 -0.788  0.00
24 C 3.405 -6.214 -0.103  -0.02
25 C 4.435 -5.967 -0.999  -0.73
26 C 3.892 -5.999 -2.278  -0.71
27 C 2.542 -5.833 -2.127  -0.45
28 H 1.430 -5.899 -0.327  0.29
29 H 3.292 -6.279 0.969  0.51
30 H 5.484 -5.943 -0.745  0.53
31 H 4.515 -5.968 -3.159  0.37
32 H 1.778 -5.750 -2.886  0.51
33 N 5.931 -8.143 5.123  -0.31
34 C 5.135 -9.002 5.804  -0.28
35 C 3.974 -9.218 4.918  -1.18
36 C 4.012 -8.130 3.957  -0.05
37 C 5.336 -7.663 3.942  -0.96
38 H 6.808 -7.772 5.460  0.56
39 H 5.517 -9.291 6.772  0.43
40 H 3.172 -9.890 5.185  0.34
41 H 3.174 -7.754 3.389  0.15
42 H 5.873 -6.941 3.345  1.04
43 N 7.789 -7.673 5.939  -0.06
44 C 7.688 -6.636 6.881  -0.90
45 C 7.538 -7.220 8.157  -0.74
46 C 7.546 -8.615 8.014  -0.08
47 C 7.724 -8.934 6.663  -0.73
48 H 7.889 -7.451 4.959  0.50
49 H 7.726 -5.620 6.516  1.17
50 H 7.458 -6.860 9.172  0.43
51 H 7.577 -9.368 8.787  0.48
52 H 7.928 -9.825 6.088  0.45
53 N 0.252 -4.905 1.204  -0.04
54 C 1.533 -5.076 1.701  -0.93
55 C 2.242 -3.899 1.519  0.58
56 C 1.435 -3.094 0.659  -1.54
57 C 0.140 -3.714 0.551  -0.89
58 H -0.471 -5.584 1.395  0.21
59 H 1.683 -6.020 2.204  0.68
60 H 3.267 -3.700 1.796  0.66
61 H 1.605 -2.152 0.158  0.74
62 H -0.784 -3.371 0.108  0.46
63 N 3.206 -3.538 -1.541  -0.03
64 C 4.264 -3.254 -0.712  0.24
65 C 4.487 -1.872 -0.571  -1.05
66 C 3.387 -1.345 -1.255  -0.35
67 C 2.501 -2.314 -1.677  -1.19
68 H 2.847 -4.443 -1.811  0.59
69 H 4.925 -4.010 -0.316  0.50
70 H 5.299 -1.389 -0.049  0.52
71 H 3.311 -0.270 -1.334  0.40
72 H 1.557 -2.319 -2.202  0.46

Summary:
Max |F| in eV/Å: 11.07
E in eV: -40049.2209
Multiplicity: 1
Net charge: 0
HOMO level in eV: -6.79